Below is a molecular structure, C23H16O6OsP at a distorted geometry, with properties calculated with ωB97M-V/def2-TZVPD.

- frontier orbital gap (spin up / spin down) (eV) = 6.73 / 3.82
- ⟨S²⟩ = 6.05
- E_tot (eV) = -48117.7143
- LUMO level (spin up / spin down) (eV) = -9.7 / -13.9
- 2S+1 = 5
- net charge = +3

```
47
Properties=species:S:1:pos:R:3:mulliken_spin:R:1
O -1.0964 -0.0085 -4.0520 -0.007
C -1.1005 -0.1844 -2.9122 0.046
Os -0.4589 -0.3016 0.4319 1.025
O -0.1703 2.6663 -0.1354 0.011
C -0.2735 1.5284 0.0105 -0.048
C 0.2203 -0.0733 2.1823 0.161
O 0.6604 0.0588 3.2617 0.098
C -1.0403 -2.3610 1.2360 -0.008
O -1.0958 -3.5138 1.0482 0.039
C -2.3746 0.0392 0.5549 0.104
O -3.4964 0.3265 0.6659 0.060
H 0.1336 0.0448 -1.1505 0.509
O 2.2690 -0.3052 -0.2353 -0.021
P 3.5017 0.2406 -0.9038 0.099
C 3.6053 -0.2198 -2.6321 0.014
C 4.5246 -1.1833 -3.0821 0.212
C 4.5572 -1.5725 -4.4301 0.275
C 3.6424 -1.0184 -5.3425 0.010
C 2.7075 -0.0652 -4.9000 0.211
C 2.6814 0.3135 -3.5523 0.200
C 3.5847 2.0310 -0.7452 0.187
C 3.5638 2.5381 0.5659 0.211
C 3.6218 3.9127 0.8015 -0.037
C 3.6705 4.8063 -0.2831 0.181
C 3.6575 4.3082 -1.5923 0.241
C 3.6313 2.9232 -1.8220 -0.020
C 4.9575 -0.3661 -0.0572 0.085
C 6.2329 0.1107 -0.3699 0.038
C 7.3294 -0.2918 0.3948 -0.013
C 7.1500 -1.1641 1.4762 0.053
C 5.8677 -1.6377 1.7848 0.034
C 4.7719 -1.2404 1.0188 -0.019
H 5.2306 -1.6265 -2.3787 0.028
H 5.2838 -2.3257 -4.7716 -0.004
H 3.6675 -1.3209 -6.3986 0.007
H 1.9948 0.3716 -5.6177 -0.001
H 1.9361 1.0372 -3.2161 0.018
H 3.4884 1.8512 1.4092 0.007
H 3.6206 4.2951 1.8304 0.002
H 3.7086 5.8874 -0.0980 0.001
H 3.6658 5.0064 -2.4402 -0.004
H 3.6370 2.5556 -2.8460 0.021
H 6.3472 0.7997 -1.2026 -0.006
H 8.3195 0.0921 0.1311 0.000
H 8.0212 -1.4622 2.0685 0.000
H 5.7426 -2.3133 2.6354 0.001
H 3.7810 -1.6080 1.2772 0.004
```